[1]
Density functional theory data (ωB97M-V with the def2-TZVPD basis set) for a 8-piece molecular cluster, C20H36N4O12 overall at a distorted geometry.

The largest force on an atom comes out at 7.007 eV/A. For the LUMO energy, the calculation gives 0.36 eV. Its SMILES is COC(=O)OC.COC(=O)OC.COC(=O)OC.COC(=O)OC.CC#N.CC#N.CC#N.CC#N. As for the net charge: 0. The gap between HOMO and LUMO is 10.92 eV. As for the spin multiplicity: 1.

Last column: Löwdin charge in e.
Atoms and positions in Å:
C: -0.7014 1.1258 2.4396  0.001
O: 0.1670 1.0114 1.2483  0.019
C: 1.0690 1.9223 1.0123  -0.604
O: 0.9628 3.0895 1.4561  0.066
O: 1.9074 1.4919 0.1068  0.031
C: 2.8088 2.3173 -0.5206  -0.074
H: -0.3601 1.8808 3.1479  0.087
H: -0.8120 0.2363 3.0597  0.091
H: -1.6745 1.4935 2.1142  0.092
H: 2.5158 3.3649 -0.4503  0.094
H: 2.8670 2.2044 -1.6031  0.097
H: 3.8270 2.2642 -0.1351  0.098
C: -7.7399 -1.3669 8.8675  -0.063
O: -8.6494 -1.5552 7.8036  -0.008
C: -8.0692 -1.5787 6.5661  -0.579
O: -6.8823 -1.5230 6.2841  0.116
O: -9.0725 -1.8587 5.7748  0.016
C: -8.9084 -1.6752 4.4084  -0.058
H: -6.8179 -1.9273 8.7126  0.093
H: -8.2008 -1.5359 9.8407  0.097
H: -7.3780 -0.3396 8.8240  0.094
H: -8.0396 -1.0639 4.1640  0.101
H: -9.8308 -1.3279 3.9430  0.095
H: -8.8332 -2.6581 3.9433  0.096
C: -3.9872 5.6061 -1.9644  -0.034
O: -3.4913 5.9394 -3.2867  -0.008
C: -3.5893 7.2498 -3.6492  -0.518
O: -3.8311 8.2017 -2.8633  0.057
O: -3.2909 7.4265 -4.9582  -0.022
C: -3.1617 8.7741 -5.5106  -0.018
H: -4.0871 6.4571 -1.2907  0.087
H: -3.3718 4.8692 -1.4483  0.090
H: -4.9811 5.1784 -2.0960  0.091
H: -4.0229 9.3860 -5.2426  0.090
H: -3.0738 8.7476 -6.5967  0.091
H: -2.2833 9.2327 -5.0565  0.095
C: 3.8499 -7.7973 -8.1605  -0.024
O: 3.9860 -6.4007 -7.9455  0.031
C: 4.8821 -5.9556 -7.1497  -0.677
O: 5.9230 -6.4160 -6.7329  0.124
O: 4.4570 -4.7392 -6.9612  -0.010
C: 4.9814 -3.8507 -5.9848  -0.017
H: 3.1415 -8.1793 -7.4254  0.095
H: 4.8423 -8.2316 -8.0394  0.096
H: 3.3862 -8.2100 -9.0565  0.092
H: 4.8335 -2.8371 -6.3574  0.096
H: 5.9970 -4.1151 -5.6902  0.096
H: 4.2607 -4.0293 -5.1868  0.097
C: 4.5874 -3.2867 2.2459  -0.073
C: 4.0006 -2.7592 3.5403  -0.240
N: 3.5813 -2.2630 4.5684  0.091
H: 4.7039 -2.5714 1.4318  0.078
H: 3.7764 -3.9591 1.9662  0.068
H: 5.4721 -3.8921 2.4433  0.076
C: 6.8521 3.9970 3.7061  -0.077
C: 7.4191 2.6522 3.4821  -0.271
N: 7.9104 1.6111 3.3163  0.114
H: 7.5476 4.7264 3.2909  0.077
H: 6.7410 4.3220 4.7406  0.081
H: 5.9234 4.0971 3.1444  0.077
C: -0.5005 -4.4021 9.4412  -0.080
C: -1.1710 -3.4225 10.2440  -0.305
N: -1.6797 -2.5997 10.8868  0.123
H: 0.5126 -4.5352 9.8206  0.089
H: -0.5574 -3.9245 8.4630  0.087
H: -1.0330 -5.3403 9.2858  0.085
C: 1.4101 -0.1164 -9.9625  -0.068
C: 2.2979 0.8463 -9.2887  -0.293
N: 2.9653 1.6104 -8.7633  0.121
H: 1.9718 -1.0404 -9.8256  0.078
H: 1.3266 0.1867 -11.0062  0.081
H: 0.4185 -0.2352 -9.5258  0.081

***

[2]
Density functional theory data (ωB97M-V with the def2-TZVPD basis set) for C20H36NOOsP2 as an isolated structure at a distorted geometry.

The largest force on an atom comes out at 8.579 eV/A. For the LUMO energy (spin up / spin down), the calculation gives -7.32 / -9.89 eV. As for the net charge: +2. The gap between HOMO and LUMO (spin up / spin down) is 5.23 / 2.97 eV. Its expectation value of S² is 8.77. As for the spin multiplicity: 6.

Last column: Löwdin spin population.
Atoms and positions in Å:
P: -4.3555 1.4158 0.5804  0.222
P: -2.4161 -0.4077 -0.5729  0.139
C: -4.9451 0.8124 -1.0106  0.035
C: -4.2664 -0.5821 -0.9218  0.066
H: -4.5900 1.4556 -1.8596  0.004
H: -6.0337 0.6348 -1.1333  0.006
H: -4.4164 -1.2761 -0.0715  0.003
H: -4.4022 -1.1558 -1.8306  0.007
C: -2.1575 0.0789 -2.5364  0.049
H: -1.2809 -0.4499 -3.0043  0.020
H: -2.0656 1.1941 -2.5073  0.001
H: -3.1428 -0.2347 -2.9668  0.002
C: -2.4701 -2.2690 -0.8390  0.042
H: -3.4174 -2.4695 -1.3772  0.005
H: -2.5355 -2.6668 0.2018  0.006
H: -1.6400 -2.6525 -1.4287  0.008
C: -4.1744 2.8259 1.6394  0.138
H: -3.1950 2.3651 2.1018  0.052
H: -5.0762 2.9611 2.2809  0.015
H: -3.9367 3.6894 0.9846  0.004
C: -4.9968 0.1875 1.9165  0.171
H: -5.6095 -0.5756 1.4069  0.014
H: -5.5190 0.9517 2.5386  0.011
H: -4.0770 -0.2670 2.5023  0.058
Os: -2.6653 0.3981 1.4485  2.348
C: 3.3345 -1.8307 0.0396  0.004
C: 4.1735 -1.4486 -0.9326  0.002
C: 3.7447 -1.1085 -2.3173  0.002
C: 2.6189 0.0206 -2.3724  0.041
C: 1.2706 -0.4465 -2.8760  0.094
C: 0.6639 -1.3580 -2.1563  0.603
C: 1.2569 -2.4325 -1.4122  0.110
C: 1.8205 -2.0043 -0.0119  0.025
C: -1.0571 0.9502 2.6816  0.391
H: 3.7701 -2.0372 1.0298  0.001
H: 5.2449 -1.3910 -0.7250  0.000
H: 3.4877 -1.9785 -2.9253  0.001
H: 4.6274 -0.6876 -2.8081  0.001
H: 2.5299 0.3832 -1.3085  -0.001
H: 2.9599 0.8565 -2.9956  0.006
H: 0.8202 0.0854 -3.7502  0.019
H: -2.0460 -1.0583 1.1493  0.087
H: 2.0269 -2.7586 -2.1624  0.008
H: 0.5426 -3.2839 -1.2860  0.024
H: 1.3549 -1.0821 0.4196  0.000
H: 1.5217 -2.8079 0.6947  0.001
H: -0.1504 1.0080 2.0299  0.047
H: -0.9144 0.0812 3.3891  0.054
H: -1.2527 1.9172 3.2264  0.036
O: 1.7765 1.4426 0.7432  0.016
N: 2.9590 1.5944 1.3006  0.000
C: 3.8720 2.4605 0.7243  0.001
C: 5.2066 2.3503 1.0415  0.000
C: 5.6368 1.4326 1.9878  0.001
C: 4.6769 0.6880 2.6950  0.000
C: 3.3412 0.8279 2.3697  0.000
H: 3.4481 3.1139 -0.0493  0.000
H: 5.8915 3.0185 0.5027  0.000
H: 6.6935 1.3065 2.1859  0.000
H: 4.9738 -0.0112 3.4754  0.000
H: 2.5602 0.2244 2.8611  0.000

***

[3]
Density functional theory data (ωB97M-V with the def2-TZVPD basis set) for a 5-piece molecular cluster, C20H36O12S3 overall at a distorted geometry.

The largest force on an atom comes out at 1.604 eV/A. For the LUMO energy, the calculation gives -0.13 eV. Its SMILES is C[C@H]1COC(=O)O1.C[C@H]1COC(=O)O1.O=S1(=O)CCCC1.O=S1(=O)CCCC1.O=S1(=O)CCCC1. As for the net charge: 0. The gap between HOMO and LUMO is 10.38 eV. As for the spin multiplicity: 1.

Last column: Löwdin charge in e.
Atoms and positions in Å:
C: 0.9305 1.7671 0.4178  -0.002
C: 0.4340 0.3901 0.0506  -0.296
C: 0.1807 -0.5466 1.2297  -0.091
O: -1.1939 -0.8891 1.1466  0.075
C: -1.7624 -0.2547 0.0935  -0.578
O: -2.9039 -0.3345 -0.2138  0.177
O: -0.8616 0.4968 -0.5640  0.048
H: 1.1072 2.3894 -0.4619  0.093
H: 1.8746 1.7393 0.9660  0.094
H: 0.2218 2.3357 1.0190  0.060
H: 1.1087 -0.0996 -0.6552  0.126
H: 0.3728 -0.0504 2.1835  0.132
H: 0.8106 -1.4290 1.1455  0.093
C: -1.1326 1.8396 -3.5900  -0.007
C: -2.3160 2.2051 -2.7305  -0.313
C: -2.1342 3.4591 -1.8776  -0.109
O: -3.3560 4.1627 -2.0214  0.061
C: -4.0344 3.6583 -3.1084  -0.567
O: -5.0029 4.1404 -3.5750  0.177
O: -3.4396 2.5528 -3.5382  0.105
H: -0.2421 1.6827 -2.9785  0.078
H: -0.9615 2.6585 -4.2899  0.098
H: -1.2994 0.8932 -4.1049  0.076
H: -2.6356 1.3533 -2.1282  0.133
H: -1.2535 4.0619 -2.1278  0.132
H: -1.9808 3.2260 -0.8190  0.121
O: -1.9480 -1.7664 -4.5715  -0.329
S: -0.9701 -2.7351 -4.1248  0.706
O: 0.0005 -3.3228 -5.0290  -0.324
C: -0.0970 -2.0139 -2.6763  -0.203
C: -0.2372 -3.0753 -1.5989  -0.223
C: -1.6385 -3.6716 -1.7147  -0.208
C: -1.8235 -4.0439 -3.1634  -0.209
H: -0.6340 -1.1034 -2.4020  0.081
H: 0.8926 -1.7190 -3.0197  0.095
H: 0.5303 -3.8381 -1.7829  0.105
H: 0.0613 -2.7553 -0.5970  0.096
H: -2.3676 -2.9141 -1.4091  0.117
H: -1.7729 -4.5148 -1.0382  0.122
H: -2.8110 -4.2335 -3.5724  0.108
H: -1.2223 -4.9338 -3.3778  0.103
O: -1.1819 3.0962 6.9566  -0.320
S: -0.3411 2.7336 5.8484  0.680
O: 0.9728 2.1418 6.0344  -0.335
C: -1.2866 1.6464 4.6928  -0.198
C: -1.5540 2.5270 3.4575  -0.208
C: -0.3636 3.4745 3.3229  -0.233
C: -0.2128 4.1156 4.7047  -0.226
H: -2.1703 1.3726 5.2654  0.098
H: -0.6719 0.7587 4.5574  0.090
H: -1.7632 1.9215 2.5773  0.103
H: -2.4511 3.0916 3.7185  0.122
H: -0.5225 4.1673 2.4991  0.118
H: 0.5472 2.8951 3.1554  0.101
H: -1.1109 4.7011 4.9317  0.105
H: 0.5953 4.7879 4.9840  0.111
O: 5.4395 -2.0883 -1.4387  -0.308
S: 4.0950 -1.8484 -0.9769  0.694
O: 3.1677 -1.0705 -1.7801  -0.336
C: 3.3432 -3.4949 -0.6585  -0.198
C: 2.9419 -3.4849 0.8173  -0.211
C: 3.9673 -2.6140 1.5413  -0.208
C: 4.0530 -1.3163 0.7478  -0.214
H: 4.0225 -4.3075 -0.9106  0.109
H: 2.5457 -3.5627 -1.3955  0.072
H: 1.9892 -2.9505 0.9052  0.078
H: 2.7794 -4.4904 1.1950  0.122
H: 4.9247 -3.1420 1.4956  0.124
H: 3.7007 -2.4724 2.5866  0.121
H: 4.8966 -0.6490 0.9157  0.112
H: 3.1550 -0.7059 0.8599  0.080